A structure of composition C5H9NO, computed with the ωB97M-V functional and the def2-TZVPD basis.

Element x y z (Å)
C1 -0.733 0.285 -2.184
C2 0.564 -0.323 -1.840
N1 1.546 -0.977 -2.073
O1 1.007 0.133 -0.146
C3 0.263 -0.438 0.882
C4 -0.798 0.409 1.520
C5 0.472 0.087 2.267
H1 -1.485 0.007 -1.441
H2 -0.639 1.374 -2.193
H3 -1.040 -0.067 -3.172
H4 1.774 -0.623 -0.833
H5 0.061 -1.505 0.768
H6 -0.900 1.421 1.139
H7 -1.725 -0.060 1.838
H8 1.202 0.884 2.369
H9 0.429 -0.608 3.100

Results
Energy above the lowest of the compared OMol25 structures with the same formula, charge and spin: 101.9 kcal/mol
HOMO-LUMO gap: 10.18 eV
Highest occupied orbital energy: -9.26 eV
LUMO: 0.915 eV

The net atomic charges from natural (NBO), expressed in e, are: atom 1 (C): -0.706, atom 2 (C): 0.493, atom 3 (N): -0.578, atom 4 (O): -0.698, atom 5 (C): 0.070, atom 6 (C): -0.453, atom 7 (C): -0.434, atom 8 (H): 0.252, atom 9 (H): 0.253, atom 10 (H): 0.252, atom 11 (H): 0.493, atom 12 (H): 0.178, atom 13 (H): 0.221, atom 14 (H): 0.215, atom 15 (H): 0.226, atom 16 (H): 0.216

A cluster of 2 separate species, C5H9NO in total in a non-equilibrium geometry, computed with the ωB97M-V functional and the def2-TZVPD basis.

Element x y z (Å)
C1 -2.103 0.455 0.046
N1 -0.675 0.522 0.334
C2 0.014 1.582 -0.385
C3 0.196 0.182 -0.788
H1 -2.631 1.179 0.677
H2 -2.490 -0.543 0.273
H3 -2.337 0.685 -1.009
H4 -0.543 2.225 -1.055
H5 0.821 2.050 0.173
H6 -0.266 -0.234 -1.682
H7 1.177 -0.197 -0.533
C4 1.852 -1.339 1.188
C5 1.260 -2.011 0.226
O1 0.812 -2.621 -0.663
H8 2.719 -1.799 1.632
H9 1.422 -0.422 1.579

Results
Energy above the lowest of the compared OMol25 structures with the same formula, charge and spin: 82.7 kcal/mol
SMILES: CN1CC1.C=C=O
HOMO-LUMO gap: 9.97 eV
Highest occupied orbital energy: -8.97 eV
LUMO: 0.999 eV

The net atomic charges from natural (NBO), expressed in e, are: atom 1 (C): -0.415, atom 2 (N): -0.411, atom 3 (C): -0.267, atom 4 (C): -0.281, atom 5 (H): 0.202, atom 6 (H): 0.203, atom 7 (H): 0.166, atom 8 (H): 0.193, atom 9 (H): 0.200, atom 10 (H): 0.203, atom 11 (H): 0.213, atom 12 (C): -0.800, atom 13 (C): 0.725, atom 14 (O): -0.473, atom 15 (H): 0.263, atom 16 (H): 0.279

The molecule C5H9NO in a non-equilibrium geometry, computed with the ωB97M-V functional and the def2-TZVPD basis.

Element x y z (Å)
C1 0.150 -0.651 0.500
C2 -1.210 -0.107 0.308
C3 0.034 0.730 -0.018
C4 1.838 -1.755 -0.599
C5 0.364 1.931 0.838
N1 -2.094 -0.516 -0.747
O1 0.719 -1.743 0.068
H1 -1.766 0.186 1.193
H2 0.232 0.888 -1.078
H3 -1.574 -0.832 -1.559
H4 -2.696 -1.274 -0.444
H5 2.352 -2.695 -0.653
H6 2.307 -0.858 -0.965
H7 -0.254 2.781 0.555
H8 0.188 1.705 1.887
H9 1.410 2.210 0.716

Results
Energy above the lowest of the compared OMol25 structures with the same formula, charge and spin: 129.2 kcal/mol
HOMO-LUMO gap (alpha / beta): 8.03 / 8.07 eV
Highest occupied orbital energy (alpha / beta): -7.29 / -7.52 eV
LUMO (alpha / beta): 0.733 / 0.552 eV

The net atomic charges from natural (NBO), expressed in e, are: atom 1 (C): 0.208, atom 2 (C): -0.085, atom 3 (C): -0.296, atom 4 (C): -0.119, atom 5 (C): -0.596, atom 6 (N): -0.819, atom 7 (O): -0.373, atom 8 (H): 0.200, atom 9 (H): 0.207, atom 10 (H): 0.357, atom 11 (H): 0.365, atom 12 (H): 0.164, atom 13 (H): 0.154, atom 14 (H): 0.210, atom 15 (H): 0.212, atom 16 (H): 0.210

A cluster of 3 separate species, C5H9NO in total, computed with the ωB97M-V functional and the def2-TZVPD basis.

Element x y z (Å)
C1 0.042 0.444 -2.018
N1 -0.079 -0.104 -0.816
C2 -1.005 -0.880 -0.231
C3 -0.634 0.407 0.431
C4 0.303 0.536 1.601
O1 0.043 1.326 2.484
C5 1.518 -0.364 1.646
H1 -1.863 0.207 -2.093
H2 0.212 -0.226 -2.856
H3 0.428 1.457 -2.071
H4 -2.086 -0.326 -1.465
H5 -0.964 -1.920 0.063
H6 -1.359 1.224 0.357
H7 2.127 -0.090 2.508
H8 1.212 -1.413 1.733
H9 2.105 -0.279 0.726

Results
Energy above the lowest of the compared OMol25 structures with the same formula, charge and spin: 136.1 kcal/mol
HOMO-LUMO gap: 8.98 eV
Highest occupied orbital energy: -8.37 eV
LUMO: 0.608 eV

The net atomic charges from natural (NBO), expressed in e, are: atom 1 (C): -0.209, atom 2 (N): -0.292, atom 3 (C): -0.151, atom 4 (C): -0.183, atom 5 (C): 0.567, atom 6 (O): -0.528, atom 7 (C): -0.725, atom 8 (H): -0.051, atom 9 (H): 0.206, atom 10 (H): 0.205, atom 11 (H): 0.010, atom 12 (H): 0.227, atom 13 (H): 0.213, atom 14 (H): 0.241, atom 15 (H): 0.235, atom 16 (H): 0.235

A cluster of 2 separate species, C5H9NO in total in a non-equilibrium geometry, computed with the ωB97M-V functional and the def2-TZVPD basis.

Element x y z (Å)
C1 1.143 -1.323 0.530
C2 0.259 -0.357 0.305
C3 -1.227 -0.590 0.247
O1 -1.658 -0.353 -1.084
C4 0.678 1.092 0.153
C5 0.332 1.777 1.404
N1 0.008 2.216 2.424
H1 2.210 -1.119 0.576
H2 0.828 -2.351 0.686
H3 -1.457 -1.614 0.572
H4 -1.721 0.106 0.942
H5 -2.595 -0.128 -1.065
H6 0.144 1.564 -0.679
H7 1.752 1.188 -0.037
H8 0.707 0.273 -2.655
H9 0.598 -0.381 -2.321

Results
Energy above the lowest of the compared OMol25 structures with the same formula, charge and spin: 63.7 kcal/mol
SMILES: C=C(CO)CC#N.[H][H]
HOMO-LUMO gap: 11.02 eV
Highest occupied orbital energy: -10.36 eV
LUMO: 0.669 eV

The net atomic charges from natural (NBO), expressed in e, are: atom 1 (C): -0.359, atom 2 (C): 0.014, atom 3 (C): -0.106, atom 4 (O): -0.722, atom 5 (C): -0.552, atom 6 (C): 0.289, atom 7 (N): -0.330, atom 8 (H): 0.202, atom 9 (H): 0.206, atom 10 (H): 0.175, atom 11 (H): 0.182, atom 12 (H): 0.476, atom 13 (H): 0.268, atom 14 (H): 0.257, atom 15 (H): -0.017, atom 16 (H): 0.015

A cluster of 2 separate species, C5H9NO in total in a non-equilibrium geometry, computed with the ωB97M-V functional and the def2-TZVPD basis.

Element x y z (Å)
C1 1.268 0.436 -0.030
C2 0.374 -0.277 0.614
C3 -0.273 0.188 1.915
C4 0.034 -1.733 0.040
H1 1.440 1.344 0.394
H2 1.702 0.028 -0.852
H3 -1.212 0.578 1.610
H4 0.461 0.988 2.259
H5 -0.320 -0.699 2.455
H6 0.686 -2.356 0.662
H7 0.264 -1.707 -0.979
H8 -0.933 -1.891 0.471
N1 -0.676 2.008 -2.066
C5 -0.888 0.910 -2.480
O1 -1.108 -0.128 -2.922
H9 -0.820 2.312 -1.092

Results
Energy above the lowest of the compared OMol25 structures with the same formula, charge and spin: 53.3 kcal/mol
SMILES: C=C(C)C.N=C=O
HOMO-LUMO gap: 10.15 eV
Highest occupied orbital energy: -9.42 eV
LUMO: 0.730 eV

The net atomic charges from natural (NBO), expressed in e, are: atom 1 (C): -0.468, atom 2 (C): 0.095, atom 3 (C): -0.659, atom 4 (C): -0.657, atom 5 (H): 0.186, atom 6 (H): 0.196, atom 7 (H): 0.216, atom 8 (H): 0.219, atom 9 (H): 0.216, atom 10 (H): 0.214, atom 11 (H): 0.229, atom 12 (H): 0.212, atom 13 (N): -0.787, atom 14 (C): 0.868, atom 15 (O): -0.509, atom 16 (H): 0.429

The molecule C5H9NO in a non-equilibrium geometry, computed with the ωB97M-V functional and the def2-TZVPD basis.

Element x y z (Å)
C1 0.682 1.154 0.670
C2 0.166 -0.057 -0.109
C3 1.307 -0.971 -0.584
C4 -0.870 -0.827 0.646
O1 -2.009 0.030 0.638
C5 -1.912 0.677 -0.622
N1 -0.798 0.633 -1.235
H1 1.093 1.828 -0.082
H2 1.468 0.952 1.412
H3 -0.159 1.639 1.176
H4 2.241 -0.887 0.000
H5 1.029 -2.035 -0.578
H6 1.522 -0.666 -1.602
H7 -1.116 -1.778 0.145
H8 -0.425 -1.043 1.621
H9 -2.876 1.157 -0.868

Results
Energy above the lowest of the compared OMol25 structures with the same formula, charge and spin: 37.9 kcal/mol
SMILES: CC1(C)COC=N1
HOMO-LUMO gap: 10.95 eV
Highest occupied orbital energy: -9.96 eV
LUMO: 0.984 eV

The net atomic charges from natural (NBO), expressed in e, are: atom 1 (C): -0.632, atom 2 (C): 0.097, atom 3 (C): -0.633, atom 4 (C): -0.105, atom 5 (O): -0.521, atom 6 (C): 0.348, atom 7 (N): -0.460, atom 8 (H): 0.228, atom 9 (H): 0.211, atom 10 (H): 0.219, atom 11 (H): 0.219, atom 12 (H): 0.211, atom 13 (H): 0.237, atom 14 (H): 0.180, atom 15 (H): 0.202, atom 16 (H): 0.200

The molecule C5H9NO in a non-equilibrium geometry, computed with the ωB97M-V functional and the def2-TZVPD basis.

Element x y z (Å)
C1 -1.499 0.040 1.319
C2 -1.392 0.049 -0.184
N1 -0.984 1.308 -0.753
C3 0.015 0.307 -0.882
C4 1.294 0.274 -0.131
C5 1.993 -1.070 -0.197
O1 1.550 -2.060 -0.731
H1 -0.722 0.663 1.784
H2 -2.458 0.446 1.669
H3 -1.426 -0.984 1.692
H4 -1.148 -0.875 -0.730
H5 -1.400 1.538 -1.644
H6 0.098 -0.091 -1.906
H7 1.123 0.513 0.923
H8 1.968 1.037 -0.527
H9 2.987 -1.095 0.298

Results
Energy above the lowest of the compared OMol25 structures with the same formula, charge and spin: 87.6 kcal/mol
SMILES: C[C@H]1N[C@H]1CC=O
HOMO-LUMO gap: 9.84 eV
Highest occupied orbital energy: -8.83 eV
LUMO: 1.009 eV

The net atomic charges from natural (NBO), expressed in e, are: atom 1 (C): -0.631, atom 2 (C): -0.178, atom 3 (N): -0.575, atom 4 (C): -0.035, atom 5 (C): -0.543, atom 6 (C): 0.452, atom 7 (O): -0.523, atom 8 (H): 0.197, atom 9 (H): 0.224, atom 10 (H): 0.214, atom 11 (H): 0.256, atom 12 (H): 0.360, atom 13 (H): 0.194, atom 14 (H): 0.243, atom 15 (H): 0.235, atom 16 (H): 0.109

The molecule C5H9NO, computed with the ωB97M-V functional and the def2-TZVPD basis.

Element x y z (Å)
C1 1.961 -0.144 0.566
C2 0.967 -0.313 -0.553
N1 0.030 -1.452 -0.413
C3 -0.933 -0.942 -1.409
C4 -0.464 -0.065 -0.336
C5 -1.222 0.573 0.778
O1 -1.594 1.866 0.328
H1 2.844 -0.776 0.421
H2 2.295 0.897 0.616
H3 1.511 -0.413 1.527
H4 1.357 -0.124 -1.558
H5 -0.597 -0.767 -2.432
H6 -1.920 -1.391 -1.315
H7 -0.603 0.623 1.686
H8 -2.114 -0.027 1.016
H9 -1.512 2.474 1.065

Results
Energy above the lowest of the compared OMol25 structures with the same formula, charge and spin: 70.8 kcal/mol
SMILES: C[C@H]1N2C[C@]12CO
HOMO-LUMO gap: 10.62 eV
Highest occupied orbital energy: -9.78 eV
LUMO: 0.846 eV

The net atomic charges from natural (NBO), expressed in e, are: atom 1 (C): -0.627, atom 2 (C): -0.065, atom 3 (N): -0.352, atom 4 (C): -0.243, atom 5 (C): 0.024, atom 6 (C): -0.075, atom 7 (O): -0.714, atom 8 (H): 0.223, atom 9 (H): 0.217, atom 10 (H): 0.215, atom 11 (H): 0.184, atom 12 (H): 0.186, atom 13 (H): 0.206, atom 14 (H): 0.175, atom 15 (H): 0.175, atom 16 (H): 0.471

A structure of composition C5H9NO in a non-equilibrium geometry, computed with the ωB97M-V functional and the def2-TZVPD basis.

Element x y z (Å)
C1 1.009 0.129 1.381
C2 -0.131 0.774 0.512
C3 1.016 -1.351 0.814
C4 -0.144 -0.078 -0.749
C5 -1.659 0.598 -1.788
N1 0.425 -1.341 -0.521
O1 1.060 -0.285 -1.386
H1 2.004 0.460 1.337
H2 0.828 0.080 2.424
H3 -0.997 0.752 1.127
H4 0.114 1.882 0.426
H5 2.032 -1.680 1.030
H6 0.302 -1.941 1.237
H7 -1.474 1.627 -1.916
H8 -2.613 0.299 -1.219
H9 -1.773 0.074 -2.706

Results
Energy above the lowest of the compared OMol25 structures with the same formula, charge and spin: 121.6 kcal/mol
HOMO-LUMO gap: 10.77 eV
Highest occupied orbital energy: -9.73 eV
LUMO: 1.037 eV

The net atomic charges from natural (NBO), expressed in e, are: atom 1 (C): -0.418, atom 2 (C): -0.481, atom 3 (C): -0.251, atom 4 (C): 0.413, atom 5 (C): -0.607, atom 6 (N): -0.159, atom 7 (O): -0.404, atom 8 (H): 0.207, atom 9 (H): 0.208, atom 10 (H): 0.222, atom 11 (H): 0.231, atom 12 (H): 0.217, atom 13 (H): 0.200, atom 14 (H): 0.205, atom 15 (H): 0.208, atom 16 (H): 0.209

A cluster of 2 separate species, C5H9NO in total in a non-equilibrium geometry, computed with the ωB97M-V functional and the def2-TZVPD basis.

Element x y z (Å)
C1 -0.632 0.624 1.925
C2 -0.004 0.410 0.586
C3 1.145 -0.390 0.225
C4 1.391 -0.088 -1.069
N1 0.684 1.043 -1.443
C5 -0.234 1.307 -0.420
H1 -0.431 -0.194 2.623
H2 -0.207 1.540 2.347
H3 -1.716 0.710 2.021
H4 1.405 -1.278 0.779
H5 2.198 -0.434 -1.699
H6 0.561 1.218 -2.437
H7 -0.976 2.080 -0.494
O1 -1.441 -2.047 -1.006
H8 -0.874 -2.422 -1.689
H9 -0.868 -2.078 -0.246

Results
Energy above the lowest of the compared OMol25 structures with the same formula, charge and spin: 30.7 kcal/mol
SMILES: Cc1cc[nH]c1.O
HOMO-LUMO gap: 9.20 eV
Highest occupied orbital energy: -8.28 eV
LUMO: 0.915 eV

The net atomic charges from natural (NBO), expressed in e, are: atom 1 (C): -0.634, atom 2 (C): -0.094, atom 3 (C): -0.325, atom 4 (C): -0.054, atom 5 (N): -0.520, atom 6 (C): -0.067, atom 7 (H): 0.210, atom 8 (H): 0.217, atom 9 (H): 0.222, atom 10 (H): 0.219, atom 11 (H): 0.205, atom 12 (H): 0.409, atom 13 (H): 0.210, atom 14 (O): -0.931, atom 15 (H): 0.462, atom 16 (H): 0.469

A cluster of 3 separate species, C5H9NO in total, computed with the ωB97M-V functional and the def2-TZVPD basis.

Element x y z (Å)
C1 -0.756 1.019 -0.303
C2 -0.663 -0.308 -1.019
C3 0.808 -0.599 -1.353
C4 1.128 -0.693 0.171
C5 -0.370 -0.595 0.405
N1 -1.185 -0.654 1.466
O1 -0.535 -0.204 2.486
H1 -0.063 1.795 -0.630
H2 -0.310 1.406 1.167
H3 -1.778 1.352 -0.136
H4 -1.521 -0.641 -1.592
H5 0.937 -1.561 -1.851
H6 1.322 0.179 -1.923
H7 1.728 0.113 0.601
H8 1.547 -1.652 0.491
H9 -0.289 1.043 2.021

Results
Energy above the lowest of the compared OMol25 structures with the same formula, charge and spin: 177.4 kcal/mol
HOMO-LUMO gap: 8.82 eV
Highest occupied orbital energy: -8.61 eV
LUMO: 0.217 eV

The net atomic charges from natural (NBO), expressed in e, are: atom 1 (C): -0.380, atom 2 (C): -0.273, atom 3 (C): -0.387, atom 4 (C): -0.446, atom 5 (C): 0.181, atom 6 (N): -0.077, atom 7 (O): -0.410, atom 8 (H): 0.224, atom 9 (H): 0.017, atom 10 (H): 0.253, atom 11 (H): 0.234, atom 12 (H): 0.219, atom 13 (H): 0.205, atom 14 (H): 0.223, atom 15 (H): 0.235, atom 16 (H): 0.182